{"formula": "C21H33Cl2CuN4O3", "method": "ωB97M-V with the def2-TZVPD basis set", "charge": -1, "de_lowest_kcal_mol": 21.5, "gap_ev": [5.666, 5.268], "s2": 0.808, "lumo_ev": [2.787, 2.778], "multiplicity": 2, "symbols": ["O", "C", "C", "C", "H", "C", "H", "C", "H", "C", "H", "C", "H", "H", "C", "C", "H", "H", "H", "C", "C", "H", "H", "H", "H", "Cu", "Cl", "Cl", "H", "H", "C", "C", "N", "H", "C", "O", "H", "H", "H", "H", "H", "H", "C", "C", "N", "H", "C", "O", "H", "H", "H", "H", "C", "C", "N", "C", "C", "N", "H", "H", "H", "H", "H", "H"], "coordinates": [[1.29994, 0.09607, -3.21813], [2.31279, 0.49902, -2.69653], [3.42066, -0.33374, -2.18379], [3.36720, -1.60121, -1.55345], [2.50084, -1.90423, -0.95869], [4.42400, -2.50471, -1.73785], [4.36119, -3.54963, -1.36371], [5.58417, -2.06782, -2.42477], [6.41979, -2.76663, -2.58610], [5.69437, -0.73433, -2.86908], [6.59713, -0.37688, -3.37609], [4.63781, 0.14385, -2.67870], [4.64945, 1.16222, -3.03210], [2.49918, 1.55220, -2.23230], [1.77657, 2.92560, -0.54752], [1.83200, 1.63803, 0.18779], [2.73294, 3.46693, -0.62587], [1.03826, 3.46886, 0.10967], [1.37505, 2.97143, -1.55236], [2.91877, 1.06464, 0.78796], [3.69595, 1.93940, 1.71801], [3.18326, 0.01355, 0.74851], [4.73770, 2.08214, 1.41031], [3.67369, 1.52979, 2.74200], [3.22897, 2.93052, 1.73686], [0.60964, 0.87242, 1.42338], [0.95241, -1.26154, 0.58270], [0.41580, 2.48505, 2.83047], [0.50195, -3.80158, -3.95733], [-1.24346, -4.52938, -1.96816], [0.82251, -3.12902, -3.14765], [-0.87601, -3.63978, -1.42740], [-0.30170, -2.68960, -2.34857], [1.31737, -2.26269, -3.58799], [-0.95116, -1.53831, -2.61914], [-1.98208, -1.12856, -2.02133], [-1.71079, -3.16479, -0.89237], [-0.49441, -0.97740, -3.44151], [1.53867, -3.66600, -2.51637], [-0.11442, -3.96392, -0.70492], [-3.47955, 3.98622, -1.17010], [-3.32019, 3.02114, -3.75954], [-2.38433, 4.00001, -1.29515], [-2.24260, 3.03606, -3.57375], [-1.95990, 2.91061, -2.15830], [-1.91523, 3.87705, -0.30966], [-1.31050, 1.84978, -1.63541], [-0.91223, 1.79495, -0.45726], [-1.77689, 2.19723, -4.08733], [-1.12720, 1.03554, -2.34924], [-2.08987, 4.96542, -1.73306], [-1.83370, 3.97155, -3.96525], [-0.10362, -0.87060, 3.88531], [-1.20732, -0.47915, 3.01605], [-1.12984, 0.06832, 1.81444], [-2.39368, 0.01801, 1.20239], [-3.27851, -0.40537, 2.19076], [-2.51014, -0.70066, 3.29281], [0.22415, 0.01166, 4.45018], [-0.47582, -1.65517, 4.54381], [0.71178, -1.25319, 3.25400], [-2.58350, 0.24661, 0.17487], [-4.32924, -0.51201, 2.12878], [-2.82637, -1.02803, 4.18245]], "forces_ev_per_angstrom": [[0.73, 0.61, -0.48], [-0.33, 1.00, 3.60], [0.86, -1.11, -0.48], [0.02, -0.54, -0.89], [-0.02, 0.27, -0.43], [0.62, 0.71, -0.04], [0.04, 0.97, -0.16], [-0.13, 0.09, 0.03], [-0.46, 0.38, 0.02], [0.45, -0.56, 0.41], [-0.24, -0.26, 0.29], [-0.46, -0.81, -0.22], [0.26, 0.20, -0.22], [-0.62, -0.94, -1.85], [-1.19, 1.46, 2.26], [2.60, -1.40, -1.80], [-0.03, -0.17, 0.44], [0.68, 0.43, -0.87], [-0.46, -0.64, -0.15], [-0.44, 1.09, -0.16], [0.65, 0.58, -0.06], [-0.60, -0.03, 0.32], [0.21, -0.15, 0.12], [0.02, 0.18, -0.33], [0.13, -0.17, 0.26], [0.38, -0.23, -1.56], [0.42, -1.83, -0.48], [-0.03, 1.62, 1.44], [0.02, -0.02, 0.12], [0.04, 0.20, 0.05], [-0.10, 0.02, -0.14], [-0.09, -0.19, 0.43], [-0.47, 0.11, -0.19], [-0.02, -0.09, 0.09], [-1.83, 0.42, 1.16], [1.95, -0.95, -1.35], [0.41, -0.14, -0.20], [-0.09, -0.03, 0.15], [-0.11, 0.16, -0.07], [-0.20, 0.18, -0.09], [0.25, 0.06, -0.05], [-0.01, 0.01, -0.07], [0.02, 0.00, 0.15], [-0.01, -0.32, 0.42], [-0.30, 0.68, -0.04], [-0.11, 0.01, -0.34], [1.32, -0.28, 1.93], [-1.25, 0.25, -2.34], [-0.05, 0.00, -0.12], [-0.01, 0.16, 0.08], [-0.05, -0.21, 0.12], [0.03, -0.03, 0.01], [0.44, 0.28, 0.39], [-1.40, 1.13, -1.99], [-1.99, -1.41, 0.02], [0.21, -0.28, 3.18], [1.34, 0.45, -1.52], [-0.45, -0.46, 0.35], [0.19, -0.31, 0.01], [0.26, -0.04, 0.23], [-0.19, 0.13, 0.28], [0.17, 0.19, -0.05], [-0.70, -0.24, 0.26], [-0.27, -0.17, 0.10]], "lowdin_spin": [0.009, 0.010, 0.002, 0.000, 0.001, 0.000, 0.000, 0.000, 0.000, 0.000, 0.000, -0.001, 0.000, 0.005, 0.090, 0.519, 0.014, 0.007, 0.014, -0.034, 0.008, 0.006, -0.001, -0.003, 0.001, 0.246, 0.061, 0.023, 0.000, 0.000, 0.000, 0.001, 0.000, 0.000, 0.000, 0.000, 0.000, 0.000, 0.000, 0.001, 0.000, 0.000, 0.000, 0.000, 0.002, 0.000, 0.002, 0.013, 0.000, 0.000, 0.000, 0.000, 0.001, 0.000, 0.002, 0.001, 0.000, 0.000, 0.000, 0.000, 0.001, 0.000, 0.000, 0.000]}


{"formula": "C13H23Cl14FO6", "method": "ωB97M-V with the def2-TZVPD basis set", "de_lowest_kcal_mol": 0.0, "gap_ev": 10.557, "lumo_ev": 0.135, "smiles": "O=C1OC[C@@H](F)O1.COC(=O)OC.ClCCl.ClCCl.ClCCl.ClCCl.ClCCl.ClCCl.ClCCl", "symbols": ["O", "C", "O", "C", "C", "F", "O", "H", "H", "H", "C", "O", "C", "O", "O", "C", "H", "H", "H", "H", "H", "H", "Cl", "C", "Cl", "H", "H", "Cl", "C", "Cl", "H", "H", "Cl", "C", "Cl", "H", "H", "Cl", "C", "Cl", "H", "H", "Cl", "C", "Cl", "H", "H", "Cl", "C", "Cl", "H", "H", "Cl", "C", "Cl", "H", "H"], "coordinates": [[-0.65497, 0.58731, 3.36872], [-0.18003, 0.74140, 2.24908], [-0.80412, 1.26800, 1.15606], [0.02237, 1.01827, 0.05968], [1.36537, 0.72916, 0.61789], [2.07015, 1.91234, 0.55524], [1.01071, 0.27701, 1.88999], [-0.48287, 0.23208, -0.50133], [0.05796, 1.94755, -0.50889], [1.83319, 0.04436, -0.08943], [0.99514, -0.79922, -3.15939], [0.52551, 0.15154, -4.13580], [-0.30707, 1.10985, -3.79700], [-0.81277, 1.28564, -2.68676], [-0.58693, 1.83890, -4.83043], [-1.84005, 2.45837, -5.01890], [1.38946, -1.76699, -3.46929], [0.23300, -1.06745, -2.42776], [1.83448, -0.47963, -2.54176], [-1.63047, 3.44026, -4.59456], [-2.62076, 2.03183, -4.38908], [-2.14384, 2.47417, -6.06559], [2.18855, -3.52788, -0.89905], [3.70122, -3.42718, -0.08867], [3.87766, -1.86071, 0.65862], [3.67318, -4.30339, 0.55908], [4.48362, -3.56995, -0.83402], [-2.77324, 1.18224, 7.45775], [-2.15930, -0.13893, 6.50745], [-0.91438, -1.09485, 7.42513], [-3.00926, -0.72442, 6.15690], [-1.68928, 0.30787, 5.63136], [3.07292, 3.38045, -1.83236], [4.70723, 2.72534, -1.72458], [4.50222, 0.96439, -1.81648], [5.36037, 3.04034, -2.53838], [5.18152, 3.06055, -0.80220], [-3.12928, -2.39904, 3.11851], [-3.60138, -0.86912, 2.36538], [-5.38507, -0.52224, 2.40545], [-3.17188, -0.00389, 2.87036], [-3.36884, -0.98391, 1.30669], [1.92448, 2.30905, 5.06833], [2.59479, 2.82140, 3.52655], [3.52153, 4.39118, 3.52407], [3.26808, 2.06106, 3.13074], [1.76441, 2.94237, 2.83089], [-0.89209, -2.57237, 0.20290], [-1.38219, -4.05946, -0.40097], [-2.54568, -4.78122, 0.74078], [-1.85092, -3.99973, -1.38322], [-0.52360, -4.73079, -0.41689], [-4.89769, -1.45788, -2.38491], [-3.34637, -0.86980, -2.88656], [-2.13682, -2.20458, -3.34276], [-3.51021, -0.18068, -3.71503], [-2.80776, -0.33899, -2.10157]], "forces_ev_per_angstrom": [[1.03, 0.72, -2.83], [-2.83, -0.32, 2.09], [-0.18, -0.08, 2.67], [-1.28, 1.15, -1.66], [-1.37, -0.01, -1.95], [0.42, -0.41, 1.29], [2.79, -0.26, 0.23], [0.63, -0.08, -0.27], [-0.03, -0.37, -0.35], [0.70, -0.52, 1.11], [-0.05, -0.13, 1.96], [1.38, -1.32, -0.22], [-1.59, -0.22, 2.70], [0.67, -0.52, -1.24], [0.83, -0.80, -2.35], [-0.08, 1.21, 1.57], [-0.50, 0.33, -1.55], [-0.38, 0.31, -0.26], [0.08, 1.06, -0.27], [-0.82, 0.48, -0.55], [0.09, -0.31, -0.08], [0.46, -0.09, 0.14], [-1.42, -0.03, -1.07], [0.72, -0.89, -0.34], [0.34, 0.07, 0.52], [0.47, 0.64, 0.61], [0.01, 0.20, 0.22], [-0.29, 0.45, 0.50], [0.57, -0.11, -0.58], [-0.87, 0.34, -0.66], [0.34, -0.42, 0.46], [0.28, -0.28, 0.21], [0.20, 0.76, -0.26], [-0.03, -0.07, -0.07], [0.63, -0.18, 0.24], [-0.50, -0.02, -0.17], [-0.33, -0.44, 0.13], [-0.23, 0.49, 0.30], [-0.85, 0.12, -0.29], [0.52, -0.38, 0.10], [0.38, -0.44, -0.22], [0.20, 0.36, 0.27], [0.30, 0.24, 0.00], [0.11, 0.31, -0.69], [-0.54, -0.84, 0.24], [-0.05, 0.14, 0.32], [0.21, 0.19, 0.20], [0.67, 2.38, 0.43], [-0.52, -2.30, -0.29], [-0.19, -0.38, -0.29], [0.07, 0.18, 0.25], [-0.12, 0.08, -0.15], [-0.10, -0.28, 0.23], [1.25, 0.04, -0.11], [-1.12, 0.88, -0.08], [0.32, -0.48, -0.17], [-0.39, -0.12, 0.07]], "mulliken_charge": [-0.572, 0.649, -0.339, 0.023, 1.045, -0.311, -0.224, -0.453, 0.271, -0.160, -0.193, -0.367, 0.858, -0.520, -0.373, -0.602, 0.355, -0.019, 0.097, 0.306, 0.253, 0.240, -0.093, -0.453, -0.084, 0.337, 0.299, -0.163, 0.302, -0.181, 0.208, -0.134, -0.130, -0.354, -0.117, 0.337, 0.263, -0.137, 0.295, -0.199, 0.116, -0.095, -0.136, 0.162, -0.199, 0.198, -0.003, 0.070, -0.329, -0.169, 0.155, 0.282, -0.145, 0.214, -0.183, 0.229, -0.126]}


{"formula": "C20H19N2RuS5Te", "method": "ωB97M-V with the def2-TZVPD basis set", "charge": 1, "gap_ev": [7.093, 5.828], "s2": 6.032, "lumo_ev": [-3.467, -5.713], "multiplicity": 5, "symbols": ["Ru", "C", "C", "S", "C", "C", "S", "C", "C", "S", "H", "H", "H", "H", "H", "H", "H", "H", "H", "H", "H", "H", "S", "C", "C", "C", "C", "N", "C", "C", "C", "S", "C", "N", "H", "H", "Te", "C", "C", "C", "C", "C", "C", "H", "H", "H", "H", "H"], "coordinates": [[-0.62853, -0.10234, 0.08229], [-0.05268, 1.35178, 3.21543], [0.61680, 2.32559, 2.24874], [0.32520, 2.06223, 0.46116], [2.02827, 2.04621, -0.19804], [2.67815, 0.69688, -0.54208], [2.07794, -0.76639, 0.30861], [2.62634, -0.43034, 1.99446], [1.62344, -0.92607, 3.03130], [-0.08275, -0.40304, 2.79843], [-1.10286, 1.61233, 3.34796], [0.41065, 1.46380, 4.19798], [1.69471, 2.33990, 2.38360], [0.26141, 3.33253, 2.46623], [2.61611, 2.60812, 0.52663], [1.99424, 2.65551, -1.10020], [3.75618, 0.77410, -0.39519], [2.51014, 0.46754, -1.59088], [2.80505, 0.63684, 2.10430], [3.57971, -0.93723, 2.14547], [1.93387, -0.62097, 4.03162], [1.57857, -2.01619, 3.03179], [-1.17636, -2.27267, -0.23666], [-0.35001, -2.70031, -1.71286], [-0.20208, -4.04651, -2.05357], [0.45365, -4.40253, -3.21392], [0.61874, -5.79984, -3.53673], [0.76324, -6.91171, -3.78345], [0.96286, -3.40086, -4.05935], [0.80107, -2.06900, -3.73112], [0.13638, -1.70512, -2.55869], [-0.10913, -0.01179, -2.17424], [1.66275, -3.74917, -5.27329], [2.22825, -4.01904, -6.23526], [-0.59140, -4.81812, -1.40219], [1.18635, -1.30648, -4.39531], [-2.99062, 0.44334, 1.20253], [-3.59215, 1.88496, -0.16190], [-4.30325, 2.98467, 0.31999], [-4.69528, 3.97731, -0.56687], [-4.40238, 3.85647, -1.91891], [-3.71671, 2.74709, -2.39635], [-3.30404, 1.75386, -1.52047], [-4.55295, 3.07251, 1.36993], [-5.24018, 4.83900, -0.20467], [-4.71998, 4.62751, -2.60843], [-3.50281, 2.65084, -3.45266], [-2.77315, 0.88954, -1.89561]], "forces_ev_per_angstrom": [[0.69, -0.49, -0.02], [0.06, 0.14, 0.04], [0.03, -0.01, 0.06], [-0.07, 0.12, -0.12], [0.03, 0.02, 0.02], [0.06, 0.11, -0.06], [-0.12, -0.05, -0.17], [0.02, 0.00, 0.16], [0.15, -0.05, -0.01], [-0.16, 0.03, -0.13], [-0.02, -0.02, -0.04], [0.00, -0.01, 0.00], [0.01, -0.04, 0.03], [-0.02, 0.00, 0.01], [0.03, -0.02, 0.00], [-0.04, 0.00, -0.01], [0.00, -0.02, 0.03], [0.01, 0.00, -0.02], [-0.01, 0.01, -0.03], [0.00, 0.00, 0.05], [0.03, -0.03, 0.00], [-0.03, 0.00, -0.03], [0.01, 0.19, 0.09], [-0.06, -0.11, 0.03], [-0.07, 0.01, 0.13], [0.03, -0.29, -0.09], [0.05, 0.26, 0.00], [-0.04, 0.02, 0.03], [0.16, -0.11, -0.27], [-0.04, 0.16, 0.00], [0.01, 0.05, -0.14], [0.00, -0.06, 0.15], [-0.12, 0.00, 0.22], [-0.01, 0.04, 0.01], [0.00, 0.02, 0.01], [0.00, 0.00, 0.01], [-0.39, -0.03, 0.20], [-0.08, -0.01, -0.03], [-0.06, 0.12, -0.15], [0.02, -0.05, 0.05], [-0.01, 0.03, -0.03], [0.03, -0.08, 0.05], [-0.07, 0.19, -0.05], [0.02, -0.03, -0.01], [0.01, -0.01, 0.01], [0.00, 0.00, 0.01], [-0.01, 0.01, 0.00], [0.00, 0.00, 0.01]], "lowdin_spin": [2.019, 0.020, 0.002, 0.025, 0.005, 0.009, 0.126, 0.014, 0.011, 0.086, 0.017, 0.002, 0.000, 0.000, 0.000, 0.000, 0.002, 0.003, 0.000, 0.005, 0.003, 0.000, 0.293, 0.037, 0.024, 0.007, 0.000, 0.000, 0.027, 0.005, 0.053, 0.210, 0.002, 0.012, 0.000, 0.000, 0.777, 0.083, 0.042, -0.002, 0.040, -0.002, 0.038, 0.004, -0.001, 0.002, -0.001, 0.003]}


{"formula": "C5H8N2", "method": "ωB97M-V with the def2-TZVPD basis set", "de_lowest_kcal_mol": 112.7, "gap_ev": 6.815, "lumo_ev": -0.545, "symbols": ["C", "N", "C", "C", "C", "N", "C", "H", "H", "H", "H", "H", "H", "H", "H"], "coordinates": [[-1.11508, -0.37961, 1.83489], [-0.43463, 0.08049, 0.84973], [-0.76274, 1.35435, 0.22228], [0.14940, 1.51321, -0.73448], [1.00647, 0.29938, -0.73331], [2.04609, 0.16686, -1.65279], [0.68954, -0.59696, 0.24846], [-1.15657, -2.87882, 0.34924], [-0.78486, -1.30727, 2.28732], [-1.99748, 0.14819, 2.18369], [-1.56711, 1.96946, 0.60016], [0.24918, 2.37104, -1.39081], [1.84359, 0.53946, -2.57093], [2.35864, -0.79437, -1.71638], [-0.52445, -2.48541, 0.22294]], "forces_ev_per_angstrom": [[0.13, 0.08, -0.13], [-0.16, -0.18, 0.32], [0.19, 0.07, -0.15], [-0.14, -0.04, 0.08], [0.04, -0.06, 0.06], [-0.14, -0.09, -0.03], [-0.01, 0.47, -0.14], [0.00, -0.08, -0.06], [-0.06, 0.09, -0.10], [0.18, 0.02, -0.03], [0.11, -0.10, -0.06], [-0.06, -0.15, 0.08], [0.02, 0.01, 0.10], [0.05, 0.12, 0.06], [-0.15, -0.17, 0.01]], "mulliken_charge": [-0.223, 0.359, -0.710, -0.325, 0.869, -0.561, -1.189, 0.200, 0.391, 0.205, 0.332, 0.384, 0.256, 0.264, -0.254]}


{"formula": "C3H7N", "method": "ωB97M-V with the def2-TZVPD basis set", "de_lowest_kcal_mol": 70.7, "gap_ev": 10.177, "lumo_ev": 1.016, "smiles": "C=C.C=N", "symbols": ["C", "C", "H", "H", "H", "H", "C", "N", "H", "H", "H"], "coordinates": [[0.12291, 0.73218, -3.21835], [-0.35370, -0.16969, -4.14816], [1.14625, 0.41357, -2.94148], [-0.46393, 1.60924, -2.94135], [-0.33194, -1.24151, -4.10341], [-0.95361, 0.22550, -4.97652], [0.16967, -0.57525, 4.16418], [0.61906, -0.17521, 5.32852], [0.54955, -1.43039, 3.61378], [-0.41733, 0.10997, 3.64763], [-0.08694, 0.50159, 5.57515]], "forces_ev_per_angstrom": [[0.19, -2.91, -1.95], [-0.90, 2.62, 0.57], [-1.00, 0.55, 1.61], [1.09, 0.38, -0.66], [1.50, -0.34, -0.33], [-0.88, -0.30, 0.76], [2.55, 0.55, 2.46], [-1.43, -2.31, -2.06], [0.35, -0.04, 0.25], [-1.88, 0.60, -1.11], [0.42, 1.20, 0.47]], "mulliken_charge": [-0.456, -0.494, 0.227, 0.263, 0.261, 0.200, -0.248, -0.466, 0.252, 0.202, 0.260]}


{"formula": "C3Ag3O9", "method": "ωB97M-V with the def2-TZVPD basis set", "gap_ev": [7.857, 4.800], "s2": 3.783, "lumo_ev": [-2.341, -4.638], "multiplicity": 4, "symbols": ["Ag", "Ag", "Ag", "C", "O", "O", "O", "C", "O", "O", "O", "C", "O", "O", "O"], "coordinates": [[-2.30499, -7.20442, -2.11870], [-0.90650, -5.88384, -6.33644], [-1.12167, -10.15161, -5.92122], [-2.10849, -7.86566, -4.80712], [-2.31878, -6.49243, -4.45228], [-1.67890, -8.11603, -6.07703], [-2.02507, -8.74701, -3.84991], [-1.74517, -6.11272, -9.07944], [-0.44805, -5.98578, -8.95190], [-2.24523, -6.22135, -10.26106], [-2.51351, -5.78174, -8.04255], [1.11048, -8.11210, -6.12851], [1.12998, -9.50349, -6.15803], [0.68303, -7.56499, -5.13396], [1.41395, -7.72841, -7.24849]], "forces_ev_per_angstrom": [[0.06, 0.08, -0.81], [-0.56, -1.09, -0.69], [0.90, -0.77, 0.06], [1.81, 3.54, 1.94], [0.65, -5.29, -1.24], [-2.21, 1.83, 2.79], [-0.83, 1.44, -3.08], [-0.10, 2.92, -0.23], [-2.48, -1.02, -0.17], [1.27, -0.42, 2.64], [1.65, -1.40, -1.40], [-0.50, -3.62, -0.21], [-0.06, 1.39, 0.08], [-0.13, 1.70, 1.37], [0.54, 0.69, -1.03]], "lowdin_spin": [0.004, 0.279, 0.074, -0.008, 0.054, 0.331, 0.044, -0.017, 0.420, 0.464, 0.329, -0.013, 0.595, 0.077, 0.368]}